The following is a DFT calculation (ωB97M-V/def2-TZVPD) of 15 unconnected molecules or ions with the total composition C81H185N7O21 in a non-equilibrium geometry.

HOMO level   -7.6 eV
Multiplicity   1
Frontier orbital gap   7.5 eV
DFT total energy   -140410.391 eV
Charge   0

Each line ends with the Löwdin charge.
Cartesian coordinates (Å):
C: 5.90 3.38 0.77  -0.061
C: 5.69 3.05 2.25  -0.490
C: 5.81 1.58 2.68  -0.047
O: 6.70 3.72 2.97  -0.052
H: 6.73 2.90 0.25  0.077
H: 5.99 4.46 0.63  0.080
H: 5.03 3.02 0.22  0.056
H: 4.68 3.37 2.52  0.129
H: 6.82 1.22 2.48  0.078
H: 5.13 0.94 2.11  0.058
H: 5.68 1.51 3.76  0.077
H: 6.31 4.44 3.48  0.091
C: 5.64 -2.28 -5.57  -0.037
C: 4.88 -0.93 -5.40  -0.494
C: 3.35 -1.17 -5.52  -0.037
O: 5.20 -0.24 -4.25  -0.046
H: 6.72 -2.21 -5.40  0.077
H: 5.42 -2.88 -6.46  0.081
H: 5.34 -2.93 -4.76  0.048
H: 5.25 -0.25 -6.16  0.125
H: 3.23 -1.63 -6.50  0.085
H: 2.73 -0.28 -5.45  0.075
H: 3.07 -1.86 -4.72  0.061
H: 4.84 -0.73 -3.50  0.083
C: -5.85 1.13 -1.15  -0.260
C: -6.87 2.25 -1.21  -0.195
O: -6.31 3.56 -1.03  -0.076
O: -6.43 0.02 -1.72  -0.059
H: -5.64 0.89 -0.11  0.119
H: -4.87 1.37 -1.58  0.111
H: -7.77 2.09 -0.63  0.127
H: -7.20 2.30 -2.25  0.123
H: -6.10 3.73 -0.11  0.099
H: -6.81 -0.50 -1.01  0.102
C: -4.73 0.52 -4.78  -0.227
C: -3.58 1.42 -4.42  -0.265
O: -2.41 1.26 -5.16  -0.048
O: -4.69 -0.75 -4.21  -0.072
H: -4.79 0.36 -5.86  0.134
H: -5.67 0.91 -4.40  0.118
H: -3.27 1.42 -3.38  0.111
H: -4.00 2.36 -4.76  0.112
H: -1.69 1.57 -4.61  0.030
H: -5.21 -0.79 -3.41  0.058
C: 0.01 4.38 -3.99  -0.194
C: 0.54 2.98 -4.13  -0.238
O: -0.24 1.99 -3.54  -0.070
O: 0.20 4.88 -2.66  -0.095
H: -1.06 4.42 -4.19  0.111
H: 0.55 5.08 -4.62  0.122
H: 1.57 3.01 -3.75  0.104
H: 0.62 2.74 -5.18  0.131
H: -0.13 2.01 -2.59  0.033
H: -0.35 5.66 -2.54  0.033
C: -3.72 5.41 -3.09  -0.241
C: -2.80 6.60 -3.27  -0.221
O: -1.72 6.66 -2.37  -0.074
O: -4.62 5.52 -2.01  -0.048
H: -3.10 4.52 -3.00  0.104
H: -4.21 5.39 -4.06  0.120
H: -3.25 7.59 -3.36  0.130
H: -2.25 6.54 -4.21  0.120
H: -2.10 6.90 -1.52  0.097
H: -5.01 4.66 -1.84  0.033
C: 2.02 6.36 0.25  -0.233
C: 0.74 6.27 1.06  -0.235
O: -0.13 7.37 0.80  -0.066
O: 2.85 5.23 0.40  -0.072
H: 2.61 7.22 0.57  0.127
H: 1.76 6.43 -0.81  0.112
H: 0.96 6.21 2.13  0.113
H: 0.14 5.39 0.81  0.100
H: -1.01 7.05 0.60  0.063
H: 2.40 4.47 0.03  0.047
C: -0.46 -3.25 -4.64  -0.215
C: -1.95 -2.83 -4.42  -0.230
O: -2.17 -1.93 -3.39  -0.084
O: 0.43 -2.17 -4.70  -0.055
H: -0.27 -3.86 -5.53  0.133
H: -0.25 -3.82 -3.73  0.082
H: -2.62 -3.66 -4.22  0.104
H: -2.29 -2.32 -5.33  0.126
H: -3.05 -1.57 -3.52  0.053
H: 0.03 -1.50 -4.14  0.068
C: -1.91 3.82 8.49  -0.036
C: -2.74 4.74 7.52  -0.483
C: -2.04 6.13 7.71  -0.132
C: -0.66 6.28 6.98  -0.178
C: -0.97 6.08 5.53  -0.141
C: -1.72 4.68 5.17  -0.440
N: -2.76 4.37 6.16  -0.101
O: -3.24 3.08 5.93  -0.021
C: -2.19 5.01 3.77  -0.048
C: -0.64 3.57 5.04  -0.013
C: -4.15 4.88 8.12  -0.020
H: -0.99 3.43 8.05  0.066
H: -2.37 2.84 8.60  0.060
H: -1.83 4.14 9.52  0.087
H: -2.68 7.00 7.56  0.113
H: -1.69 6.17 8.74  0.103
H: -0.02 5.47 7.32  0.109
H: -0.22 7.23 7.27  0.115
H: 0.03 6.00 5.10  0.100
H: -1.50 6.92 5.08  0.117
H: -1.47 5.53 3.14  0.076
H: -2.37 4.05 3.27  0.057
H: -3.09 5.61 3.76  0.092
H: 0.28 4.04 4.68  0.083
H: -0.50 3.03 5.97  0.071
H: -0.91 2.79 4.33  0.053
H: -4.88 4.45 7.44  0.072
H: -4.39 5.88 8.50  0.076
H: -4.34 4.29 9.02  0.074
H: -3.98 3.12 5.33  0.101
C: -4.06 -2.41 -0.78  -0.016
C: -3.75 -3.90 -0.41  -0.416
C: -5.13 -4.72 -0.56  -0.126
C: -5.06 -6.24 -0.62  -0.181
C: -4.19 -6.52 -1.81  -0.162
C: -2.75 -6.01 -1.67  -0.436
N: -2.81 -4.53 -1.38  -0.114
O: -1.56 -3.95 -1.43  -0.025
C: -1.94 -6.74 -0.53  -0.005
C: -2.02 -6.25 -3.01  -0.039
C: -3.28 -3.96 1.06  -0.031
H: -4.75 -1.88 -0.14  0.078
H: -4.55 -2.52 -1.75  0.073
H: -3.20 -1.74 -0.84  0.056
H: -5.71 -4.51 0.34  0.104
H: -5.82 -4.27 -1.27  0.110
H: -6.05 -6.65 -0.81  0.116
H: -4.66 -6.69 0.29  0.105
H: -4.66 -6.04 -2.66  0.125
H: -4.10 -7.58 -2.06  0.121
H: -1.55 -7.68 -0.94  0.074
H: -1.06 -6.23 -0.14  0.066
H: -2.57 -6.92 0.35  0.060
H: -2.06 -7.31 -3.25  0.081
H: -2.39 -5.69 -3.88  0.072
H: -0.95 -6.06 -3.05  0.061
H: -2.42 -3.31 1.22  0.055
H: -3.03 -4.89 1.57  0.076
H: -4.08 -3.64 1.73  0.067
H: -1.79 -3.26 -2.06  0.042
C: 6.23 3.67 -2.83  -0.031
C: 5.32 4.44 -3.85  -0.432
C: 6.12 5.73 -4.30  -0.123
C: 5.60 6.45 -5.59  -0.181
C: 5.59 5.35 -6.65  -0.165
C: 4.69 4.11 -6.38  -0.441
N: 5.03 3.60 -5.04  -0.158
O: 4.29 2.55 -4.66  -0.017
C: 3.24 4.58 -6.53  -0.019
C: 5.08 2.95 -7.42  -0.008
C: 4.11 5.02 -3.06  -0.022
H: 7.03 3.13 -3.33  0.084
H: 5.71 2.85 -2.34  0.065
H: 6.64 4.33 -2.06  0.079
H: 5.96 6.53 -3.58  0.103
H: 7.21 5.67 -4.33  0.112
H: 6.20 7.30 -5.90  0.108
H: 4.62 6.90 -5.48  0.089
H: 6.66 5.18 -6.75  0.116
H: 5.35 5.74 -7.65  0.114
H: 2.56 3.91 -6.01  0.059
H: 3.01 5.58 -6.16  0.073
H: 3.04 4.50 -7.60  0.084
H: 5.65 3.35 -8.27  0.069
H: 5.82 2.25 -7.03  0.065
H: 4.28 2.27 -7.71  0.072
H: 4.45 5.32 -2.07  0.077
H: 3.38 4.22 -2.95  0.063
H: 3.70 5.93 -3.50  0.079
H: 4.99 1.92 -4.53  0.078
C: 3.96 -7.95 -4.51  -0.023
C: 2.69 -7.51 -3.78  -0.503
C: 2.39 -8.28 -2.49  -0.153
C: 3.36 -7.95 -1.37  -0.151
C: 3.18 -6.41 -1.06  -0.131
C: 3.31 -5.46 -2.29  -0.447
N: 2.59 -6.05 -3.44  -0.126
O: 2.48 -5.15 -4.47  0.000
C: 2.56 -4.18 -1.76  -0.020
C: 4.81 -5.21 -2.61  -0.012
C: 1.51 -7.87 -4.65  -0.054
H: 4.87 -7.85 -3.92  0.066
H: 4.11 -7.40 -5.43  0.090
H: 3.96 -9.01 -4.77  0.085
H: 1.34 -8.25 -2.20  0.123
H: 2.71 -9.30 -2.69  0.118
H: 4.40 -8.08 -1.65  0.099
H: 3.18 -8.57 -0.50  0.108
H: 4.00 -6.10 -0.41  0.105
H: 2.23 -6.26 -0.54  0.096
H: 2.96 -3.93 -0.77  0.065
H: 2.72 -3.29 -2.37  0.069
H: 1.49 -4.34 -1.64  0.076
H: 5.19 -4.39 -2.01  0.084
H: 5.30 -6.19 -2.57  0.066
H: 4.98 -4.84 -3.62  0.060
H: 0.52 -7.55 -4.35  0.070
H: 1.46 -8.96 -4.76  0.092
H: 1.60 -7.40 -5.63  0.084
H: 1.62 -4.79 -4.22  0.067
C: -1.78 2.84 -0.67  -0.013
C: -0.86 1.77 -0.03  -0.398
C: -1.50 0.30 -0.14  -0.101
C: -0.45 -0.79 0.17  -0.172
C: 0.72 -0.64 -0.76  -0.147
C: 1.46 0.67 -0.65  -0.449
N: 0.42 1.75 -0.79  -0.103
O: 0.96 3.02 -0.74  -0.028
C: 2.37 0.76 0.58  -0.002
C: 2.35 0.65 -1.92  -0.022
C: -0.75 2.02 1.54  -0.024
H: -1.39 3.86 -0.68  0.072
H: -2.83 2.77 -0.37  0.082
H: -1.83 2.63 -1.74  0.056
H: -2.32 0.22 0.58  0.102
H: -1.78 0.15 -1.18  0.105
H: -0.89 -1.75 -0.09  0.091
H: -0.14 -0.79 1.22  0.095
H: 0.37 -0.84 -1.77  0.120
H: 1.35 -1.45 -0.39  0.116
H: 2.82 1.74 0.66  0.076
H: 1.78 0.56 1.47  0.065
H: 3.11 -0.04 0.53  0.087
H: 3.15 -0.08 -1.97  0.077
H: 1.82 0.46 -2.85  0.075
H: 2.92 1.56 -2.08  0.076
H: -0.18 2.93 1.75  0.071
H: -0.19 1.32 2.15  0.064
H: -1.73 2.12 2.00  0.049
H: 0.84 3.41 -1.60  0.050
C: 1.11 -2.01 3.86  -0.005
C: 0.82 -3.58 4.06  -0.427
C: 0.27 -4.16 2.74  -0.146
C: 1.29 -4.31 1.63  -0.203
C: 2.46 -5.12 2.09  -0.150
C: 3.16 -4.68 3.45  -0.428
N: 2.10 -4.30 4.45  -0.111
O: 2.59 -3.87 5.69  -0.021
C: 3.98 -5.92 3.95  -0.026
C: 4.05 -3.46 3.09  -0.021
C: -0.32 -3.89 5.03  -0.051
H: 1.79 -1.71 3.06  0.062
H: 1.40 -1.63 4.84  0.076
H: 0.19 -1.44 3.75  0.056
H: -0.12 -5.15 2.93  0.122
H: -0.57 -3.54 2.43  0.095
H: 1.68 -3.36 1.27  0.090
H: 0.84 -4.72 0.72  0.094
H: 3.18 -5.01 1.28  0.083
H: 2.17 -6.16 2.04  0.116
H: 4.23 -5.54 4.94  0.064
H: 3.36 -6.79 4.14  0.081
H: 4.97 -6.06 3.53  0.080
H: 5.07 -3.81 2.93  0.081
H: 3.72 -2.95 2.18  0.063
H: 3.93 -2.67 3.83  0.077
H: -1.29 -3.51 4.72  0.067
H: -0.15 -3.60 6.06  0.076
H: -0.53 -4.94 5.26  0.085
H: 2.31 -4.60 6.26  0.100
C: -6.31 -1.48 6.73  -0.038
C: -5.61 -0.13 6.62  -0.511
C: -4.55 0.01 7.64  -0.149
C: -3.23 -0.78 7.38  -0.136
C: -2.72 -0.19 6.04  -0.104
C: -3.72 -0.31 4.79  -0.485
N: -5.02 0.12 5.27  -0.143
O: -5.97 0.20 4.31  -0.005
C: -3.26 0.59 3.63  -0.016
C: -3.76 -1.75 4.32  -0.028
C: -6.67 0.95 6.98  -0.016
H: -5.61 -2.32 6.74  0.075
H: -7.14 -1.71 6.07  0.085
H: -6.68 -1.76 7.72  0.086
H: -4.29 1.07 7.73  0.108
H: -4.98 -0.29 8.59  0.123
H: -3.18 -1.87 7.36  0.100
H: -2.53 -0.51 8.17  0.105
H: -1.92 -0.85 5.73  0.098
H: -2.30 0.81 6.18  0.098
H: -2.37 0.12 3.22  0.071
H: -4.01 0.47 2.85  0.077
H: -3.18 1.64 3.91  0.063
H: -4.70 -1.86 3.78  0.079
H: -2.94 -1.96 3.63  0.072
H: -3.75 -2.40 5.19  0.078
H: -7.25 0.67 7.86  0.088
H: -7.42 0.98 6.19  0.076
H: -6.15 1.91 7.05  0.076
H: -6.30 -0.69 4.38  0.077



The following is a DFT calculation (ωB97M-V/def2-TZVPD) of 2 unconnected molecules or ions with the total composition C26H35N2O2Si in a non-equilibrium geometry.

HOMO level   -9.3 eV
Multiplicity   1
Frontier orbital gap   4.3 eV
DFT total energy   -42476.653 eV
Energy relative to the best compared isomer or geometry (same formula, charge and spin)   39.5 kJ/mol
Charge   +1

Each line ends with the natural charge from an NBO analysis.
Cartesian coordinates (Å):
C: 0.55 -0.49 -2.36  -0.628
C: 0.27 0.91 -2.01  -0.280
C: 1.15 1.88 -2.53  0.670
O: 2.36 1.69 -2.99  -0.800
Si: 3.63 2.78 -2.53  1.874
C: 4.97 1.58 -2.09  -1.145
C: 4.04 3.88 -3.96  -1.152
C: 3.12 3.81 -1.06  -1.151
O: 0.68 3.12 -2.58  -0.511
C: -0.76 3.07 -2.21  -0.055
C: -1.04 1.59 -1.92  -0.432
H: -0.26 -1.15 -2.04  0.202
H: 0.69 -0.59 -3.45  0.214
H: 1.48 -0.85 -1.88  0.216
H: 5.81 2.12 -1.64  0.240
H: 4.62 0.82 -1.38  0.243
H: 5.33 1.05 -2.99  0.251
H: 4.84 4.58 -3.65  0.246
H: 4.41 3.30 -4.82  0.251
H: 3.17 4.46 -4.28  0.254
H: 4.02 4.26 -0.62  0.244
H: 2.44 4.62 -1.34  0.255
H: 2.63 3.21 -0.27  0.239
H: -0.93 3.70 -1.32  0.186
H: -1.34 3.44 -3.07  0.201
H: -1.72 1.20 -2.70  0.195
H: -1.56 1.49 -0.95  0.176
C: -5.00 -4.54 -1.87  -0.395
N: -4.87 -3.90 -0.58  -0.509
C: -6.12 -3.56 0.05  -0.395
C: -3.64 -3.47 -0.08  0.242
C: -3.21 -2.13 -0.27  -0.181
C: -1.98 -1.71 0.22  -0.184
C: -1.11 -2.58 0.91  -0.159
C: 0.13 -2.11 1.47  0.097
C: 0.24 -0.91 2.16  -0.168
C: 1.45 -0.46 2.87  -0.075
C: 2.69 -1.04 3.09  -0.168
C: 3.64 -0.33 3.85  -0.190
C: 3.33 0.92 4.42  -0.182
C: 2.05 1.47 4.27  -0.240
C: 1.13 0.75 3.52  0.193
N: -0.22 1.03 3.27  -0.284
C: -0.97 2.18 3.73  -0.419
C: -0.76 0.06 2.48  0.164
C: -1.55 -3.93 1.09  -0.134
C: -2.77 -4.36 0.61  -0.227
H: -4.01 -4.70 -2.32  0.211
H: -5.51 -5.51 -1.76  0.195
H: -5.60 -3.92 -2.55  0.188
H: -5.93 -3.04 1.00  0.206
H: -6.72 -2.90 -0.60  0.185
H: -6.70 -4.47 0.24  0.199
H: -3.87 -1.44 -0.81  0.228
H: -1.69 -0.66 0.11  0.222
H: 0.97 -2.80 1.56  0.230
H: 2.89 -2.03 2.67  0.223
H: 4.63 -0.75 4.00  0.237
H: 4.10 1.46 4.97  0.238
H: 1.78 2.44 4.70  0.231
H: -0.29 2.84 4.28  0.235
H: -1.38 2.72 2.86  0.233
H: -1.81 1.88 4.37  0.235
H: -1.83 0.02 2.26  0.248
H: -0.93 -4.61 1.68  0.224
H: -3.13 -5.38 0.77  0.242